# 1
Computed, not measured: an isolated molecule of C3H3ClFNO3 at a distorted geometry, with ωB97M-V/def2-TZVPD.

```
12
C3H3ClFNO3 (ωB97M-V/def2-TZVPD)
C -1.01974 0.63980 -0.24049
O -0.59665 0.18312 -1.26708
N -2.91567 -1.11610 -0.69266
H -1.21252 2.49896 0.94123
F -2.31777 -0.55960 1.49089
Cl -3.77677 1.26889 0.39768
O -3.99582 -1.02703 -1.13363
H 0.60764 1.93701 0.55063
C -0.42654 1.65340 0.74510
C -2.44835 0.02423 0.24572
O -2.05980 -1.92932 -0.88506
H -0.39735 1.06458 1.62144
```

Calculated values
calculated total energy = -956.51429 Eh
orbital gap = 10.7212 eV
relative energy (zero: lowest compared OMol25 entry of this formula, charge and spin) = 0.00 kcal per mole
multiplicity = 1
SMILES = CC(=O)[C@@](F)(Cl)[N+](=O)[O-]
highest occupied orbital energy = -10.8 eV
E_LUMO = -0.0446 eV

# 2
Computed, not measured: a structure of composition C19H24HgN6O9P2 at a distorted geometry, with ωB97M-V/def2-TZVPD.

```
61
C19H24HgN6O9P2 (ωB97M-V/def2-TZVPD)
O -21.18092 1.44155 -0.62522
H -17.52040 7.05466 -1.19649
C -15.48749 4.62408 -3.26958
N -16.26059 3.30120 1.48264
C -18.36632 7.25403 -0.54278
C -15.32683 3.81538 -0.63847
H -16.17886 6.50318 0.69634
C -14.23970 4.57959 -2.64637
C -15.21433 3.42109 0.73187
H -20.39894 1.57852 -1.19026
H -22.56726 5.10109 -3.29211
C -14.16339 4.18136 -1.32536
N -16.54763 3.93721 -1.22318
H -20.34206 6.49563 0.99329
N -18.28043 6.36350 0.63663
C -19.49091 8.95883 0.71447
O -20.01416 2.98410 1.07906
H -18.12199 7.82455 3.57617
H -14.17003 3.27526 1.06237
O -17.94597 2.52135 7.55003
C -17.68639 2.83852 4.77874
C -19.41816 6.71138 1.52632
H -20.41783 8.68810 0.20379
H -19.34424 7.06850 -1.04842
H -18.63090 2.65060 5.26154
C -18.14775 8.40821 2.66875
H -14.37103 3.03386 5.65352
C -17.59441 3.02998 3.43860
H -17.07205 10.01510 0.86520
Hg -18.34929 3.89317 0.10705
C -16.80430 2.65036 7.08933
O -21.79628 4.00380 -0.40554
H -18.49768 2.96904 2.78437
P -21.40530 2.67692 0.40536
H -16.96343 6.08870 2.27567
C -16.63113 4.25674 -2.53304
H -19.37649 6.07756 2.43785
H -19.47985 10.02169 1.03377
C -15.26498 3.04423 5.04563
N -19.42553 8.11890 1.98041
H -17.60423 4.22631 -2.97435
O -22.51043 2.45105 1.39786
C -16.29522 3.21466 2.84840
H -14.88487 2.54477 7.47141
H -16.19403 8.74086 -0.03082
H -18.14028 9.46397 2.96224
C -17.03869 6.69610 1.36409
O -19.85935 3.88766 -1.94033
H -14.20581 3.40048 3.18668
O -20.93323 6.19861 -1.41130
H -13.20787 4.12907 -0.79685
C -17.07347 8.94863 0.57947
C -16.54100 2.83808 5.63729
N -16.95286 8.12331 1.80278
P -21.08027 4.73296 -1.69977
O -22.22965 4.34159 -2.78926
O -15.72863 2.62946 7.93412
H -15.61428 4.80018 -4.36528
C -15.15902 3.24035 3.67536
N -18.33032 8.67745 -0.19442
H -13.35746 4.86235 -3.22999
```

Calculated values
expectation value of S² = 0.78
calculated total energy = -2580.61502 Eh
orbital gap (spin up / spin down) = 5.9809 / 7.6195 eV
multiplicity = 2
highest occupied orbital energy (spin up / spin down) = -3.7 / -6.1 eV
total charge = -1
E_LUMO (spin up / spin down) = 2.3261 / 1.5435 eV

Q: What is the multiplicity in the first record?
A: 1

Q: Look up the calculated total energy of the first one.
A: -956.51429 Eh

Q: Look up the calculated total energy of the first one.
A: -956.51429 Eh